Entry 1:
A 4-piece molecular cluster, C4H16O4 overall at a distorted geometry. Source: the Open Molecules 2025 dataset; level of theory: ωB97M-V/def2-TZVPD.

energy: -12595.5598 eV
LUMO level: 0.0216 Eh
net charge: 0
HOMO-LUMO gap: 10.74 eV
energy relative to the best compared isomer or geometry (same formula, charge and spin): 219.68 kJ/mol
HOMO level: -10.15 eV
maximum force: 4.45 eV Å⁻¹

Each line ends with the Löwdin charge.
Element x y z (Å)
C: -1.23693 -4.22997 -0.16785  -0.123
C: -0.20747 -3.81364 -1.23727  -0.292
C: -0.29302 -2.27784 -1.28210  -0.189
C: 0.09799 -1.80324 -2.69759  -0.274
O: -0.49294 -0.53807 -2.91543  -0.078
H: -0.74191 -3.75774 0.82311  0.125
H: -1.54942 -5.26657 0.01363  0.066
H: -2.04933 -3.60664 -0.46362  0.036
H: 0.76345 -4.26958 -1.05145  0.094
H: -0.44838 -4.28346 -2.29617  0.131
H: -1.32100 -2.04718 -1.20975  0.083
H: 0.47136 -1.83638 -0.57516  0.143
H: -0.35902 -2.51561 -3.41160  0.113
H: 1.06333 -1.70462 -2.97574  0.083
H: -1.43755 -0.72792 -2.83639  0.082
O: -2.03566 2.47055 3.43761  -0.064
H: -1.46148 3.09588 2.93465  0.053
H: -2.40151 2.97847 4.14263  0.010
O: 2.84177 5.13442 3.31698  -0.074
H: 3.51170 4.49552 3.45660  -0.003
H: 2.47064 5.07112 4.26096  0.077
O: 1.16444 3.11688 0.15137  -0.050
H: 0.17570 3.21815 0.00886  0.072
H: 1.32915 2.43448 -0.43592  -0.022

Atoms 1-3, force components in eV/Å:
2.1 1.2 1.9
-0.8 -1.9 -1.5
4.0 -1.2 -1.5

=====

Entry 2:
C4H17AgMnN6O8 as an isolated structure at a distorted geometry. Source: the Open Molecules 2025 dataset; level of theory: ωB97M-V/def2-TZVPD.

energy: -65047.7156 eV
LUMO level (spin up / spin down): -0.1926 / -0.4109 Eh
net charge: +2
HOMO-LUMO gap (spin up / spin down): 6.63 / 3.76 eV
spin multiplicity: 8
⟨S²⟩: 15.755
HOMO level (spin up / spin down): -11.87 / -14.94 eV
maximum force: 7.18 eV Å⁻¹

Each line ends with the Löwdin charge.
Element x y z (Å)
Mn: -2.18463 19.68257 -9.49432  0.905
Ag: -1.85355 19.61276 -4.34398  0.796
O: -0.91989 16.67107 -6.93163  0.155
C: -1.71882 17.64915 -6.97386  -0.834
O: -2.25218 18.10236 -5.94090  -0.079
O: -1.92411 18.21923 -8.07157  -0.198
H: -1.03880 16.35376 -6.03343  0.152
O: -5.43892 18.02295 -6.34595  -0.036
H: -5.26010 18.96326 -6.33725  -0.001
H: -4.80325 17.65210 -5.73388  0.019
O: -4.08938 20.04327 -4.68424  -0.074
H: -4.88725 19.74266 -4.24919  0.076
H: -4.39155 20.40168 -5.51878  0.056
C: 1.14076 18.22750 -3.89751  -0.704
O: 0.12500 18.78420 -4.38677  -0.084
N: 2.30832 18.18135 -4.46915  0.167
N: 1.26732 17.51603 -2.85058  0.195
H: 2.38656 18.71629 -5.32227  0.125
H: 3.11030 17.61239 -4.23849  0.133
H: 2.19811 17.24471 -2.56754  0.139
H: 0.45963 17.30314 -2.28275  0.143
C: 0.33798 15.32863 -10.26455  -0.549
O: 0.55965 14.80535 -11.35319  0.403
N: -0.73409 15.05901 -9.53499  0.269
N: 1.17475 16.22027 -9.76112  0.261
H: -0.83576 15.53582 -8.65045  0.101
H: -1.40342 14.35923 -9.82204  0.161
H: 1.95854 16.61026 -10.26478  0.149
H: 0.92454 16.49630 -8.82234  0.133
C: 0.81666 19.54360 -10.87790  -0.810
O: -0.01267 19.48737 -9.99542  -0.120
N: 1.74765 20.38100 -10.96383  0.214
N: 0.84788 18.84521 -11.96157  0.183
H: 2.21246 20.35197 -11.86006  0.140
H: 1.67196 21.19245 -10.36726  0.154
H: 0.16544 18.11202 -12.09120  0.125
H: 1.65526 18.81483 -12.56763  0.135

Atoms 1-3, force components in eV/Å:
0.4 -0.3 0.3
-0.4 0.5 0.5
2.5 -3.8 -0.2

=====

Entry 3:
C4H17MnN2O as an isolated structure at a distorted geometry. Source: the Open Molecules 2025 dataset; level of theory: ωB97M-V/def2-TZVPD.

energy: -40762.4477 eV
LUMO level (spin up / spin down): -0.1557 / -0.1560 Eh
net charge: +1
HOMO-LUMO gap (spin up / spin down): 7.84 / 6.10 eV
spin multiplicity: 4
⟨S²⟩: 4.022
HOMO level (spin up / spin down): -12.08 / -10.35 eV
maximum force: 2.39 eV Å⁻¹

Each line ends with the Löwdin charge.
Element x y z (Å)
C: 0.55978 -2.56788 -0.39786  -0.134
Mn: -1.00146 -1.19544 -0.60915  0.594
N: -1.95800 1.55899 -1.06039  0.260
N: -0.79056 -0.93047 -2.82692  0.026
H: -0.92736 1.45130 -0.89399  0.102
H: -2.30690 0.58475 -0.96508  0.081
H: 0.62860 -2.77944 0.68333  -0.007
H: 1.43576 -2.01516 -0.79834  0.019
H: 0.27449 -3.41146 -1.04682  -0.001
H: -0.15093 -0.14644 -2.94638  0.067
H: -1.59702 -0.76684 -3.43941  0.065
H: -0.31156 -1.74663 -3.22093  0.075
H: -2.23620 1.91639 -1.98684  0.155
H: -2.34583 2.17762 -0.31946  0.170
C: 1.41081 -0.41630 2.17493  -0.061
C: 0.39855 0.54974 1.57818  -0.552
C: 0.99553 1.95653 1.59772  -0.065
O: -0.12068 0.25724 0.29869  -0.398
H: 2.40870 -0.28609 1.73333  0.090
H: 1.12746 -1.46877 2.10722  0.052
H: 1.51498 -0.17347 3.24488  0.094
H: -0.47878 0.52246 2.25176  0.129
H: 1.99896 1.95546 1.13921  0.088
H: 0.36576 2.68072 1.06338  0.062
H: 1.10589 2.29317 2.63893  0.089

Atoms 1-3, force components in eV/Å:
-0.8 0.8 -0.3
2.3 -0.5 0.3
-0.6 0.3 -0.3

=====

Entry 4:
A 3-piece molecular cluster, C4H17N2O2 overall at a distorted geometry. Source: the Open Molecules 2025 dataset; level of theory: ωB97M-V/def2-TZVPD.

energy: -11492.7678 eV
LUMO level: -0.0960 Eh
net charge: +1
HOMO-LUMO gap: 10.49 eV
energy relative to the best compared isomer or geometry (same formula, charge and spin): 108.35 kJ/mol
HOMO level: -13.11 eV
maximum force: 2.65 eV Å⁻¹

Each line ends with the Löwdin charge.
Element x y z (Å)
N: -1.66728 2.55482 -1.24423  0.013
C: -1.21809 2.24177 0.10118  -0.244
C: -0.98543 0.75262 0.23754  -0.111
N: 0.35582 0.43709 -0.40245  0.032
C: 1.61733 0.85032 0.34118  -0.158
C: 2.41557 -0.41075 0.67476  -0.063
H: 0.37639 0.86597 -1.32333  0.161
H: -1.30752 3.40649 -1.62255  0.072
H: -2.66420 2.52267 -1.38455  0.083
H: -0.34178 2.83482 0.32652  0.120
H: -2.06487 2.39439 0.77376  0.124
H: -1.61489 0.11917 -0.38868  0.134
H: -0.93308 0.28894 1.20215  0.121
H: 0.50905 -0.55741 -0.64091  0.113
H: 1.33647 1.41719 1.22110  0.125
H: 2.24113 1.33712 -0.39833  0.126
H: 1.80496 -0.96056 1.39198  0.087
H: 2.38236 -1.00334 -0.23819  0.057
H: 3.46694 -0.26138 0.87634  0.093
H: 0.01869 -2.82076 -0.31936  0.017
H: 0.88914 -3.25693 -1.40914  0.070
O: 0.82115 -2.52106 -0.79285  -0.065
H: -0.64121 -3.33247 1.54241  0.065
H: -2.07018 -3.09968 1.01993  0.072
O: -1.20637 -2.68021 1.11605  -0.044

Atoms 1-3, force components in eV/Å:
0.6 -0.6 -0.5
-2.0 -0.5 -0.1
1.8 -1.2 -1.6

=====

Entry 5:
A 3-piece molecular cluster, C4H17N2O2 overall at a distorted geometry. Source: the Open Molecules 2025 dataset; level of theory: ωB97M-V/def2-TZVPD.

energy: -11479.9254 eV
LUMO level (spin up / spin down): -0.2479 / -0.4566 Eh
net charge: +2
HOMO-LUMO gap (spin up / spin down): 11.15 / 5.48 eV
spin multiplicity: 2
energy relative to the best compared isomer or geometry (same formula, charge and spin): 69.95 kJ/mol
⟨S²⟩: 0.754
HOMO level (spin up / spin down): -17.90 / -17.90 eV
maximum force: 5.09 eV Å⁻¹

Each line ends with the Löwdin charge.
Element x y z (Å)
N: 1.36100 0.37319 -1.44072  0.219
C: 0.14584 -0.41610 -1.87767  -0.058
C: -0.72082 -1.06805 -0.71576  -0.086
N: -0.17408 -0.68971 0.58457  0.113
C: -1.10644 0.06655 1.43241  -0.172
C: -0.31491 0.87442 2.45697  -0.044
H: 1.28926 1.38767 -1.61925  0.153
H: 2.24501 0.00136 -1.78958  0.186
H: 1.26537 0.22224 -0.40070  0.157
H: -0.46792 0.21333 -2.52718  0.141
H: 0.56118 -1.22588 -2.47971  0.139
H: -0.70447 -2.14809 -0.91699  0.153
H: -1.78318 -0.81956 -0.80772  0.150
H: 0.02541 -1.57304 1.14227  0.118
H: -1.80195 -0.61119 1.91913  0.173
H: -1.65520 0.77430 0.81295  0.139
H: 0.13470 1.82922 2.13877  0.099
H: -1.02918 1.21516 3.23251  0.111
H: 0.39317 0.24150 3.00276  0.090
H: -0.07203 3.28407 -3.63905  0.053
H: 0.80527 4.30106 -2.83801  0.056
O: 0.56488 3.37539 -2.91974  -0.057
H: 0.42704 -3.80684 1.88816  0.090
H: 0.38342 -2.88341 3.15631  0.091
O: 0.22864 -2.91758 2.20530  -0.014

Atoms 1-3, force components in eV/Å:
-1.4 -0.1 2.2
-0.3 -0.5 -1.4
1.0 0.5 -1.6